Record 1
Molecular formula: C12H13N3O
Method: DFT, ωB97M-V with the def2-TZVPD basis set

Charge: 0
Multiplicity: 1
Energy above the lowest of the compared OMol25 structures with the same formula, charge and spin in kcal/mol: 33.4
Frontier orbital gap in eV: 9.0
E_HOMO in eV: -8.367
Structure (SMILES): O=C(Nc1ccc2[nH]ncc2c1)C1CCC1

Each line ends with the natural charge from an NBO analysis.
Positions of all 29 atoms, in Å:
1 O 3.13038 1.70419 -0.79627  -0.6087
2 C 2.10494 1.07599 -0.63352  0.6934
3 N 0.92670 1.74843 -0.48045  -0.6206
4 C -0.38364 1.29305 -0.26904  0.1322
5 C -1.15917 1.99128 0.68259  -0.2182
6 C -2.45765 1.64764 0.96457  -0.2377
7 C -2.99410 0.56742 0.26864  0.1686
8 N -4.21252 -0.03056 0.29620  -0.3625
9 N -4.28825 -1.04415 -0.57494  -0.2164
10 C -3.13328 -1.12618 -1.18285  -0.0481
11 C -2.23912 -0.13221 -0.70445  -0.1390
12 C -0.92435 0.24360 -0.98327  -0.2068
13 C 2.07581 -0.43212 -0.54076  -0.3263
14 C 3.41210 -1.06539 -0.11291  -0.3872
15 C 2.68587 -1.82834 1.00443  -0.4038
16 C 1.39774 -1.04827 0.69974  -0.3924
17 H 1.05622 2.75000 -0.39354  0.4060
18 H -0.70258 2.82152 1.20179  0.2164
19 H -3.03739 2.19117 1.69438  0.2201
20 H -5.00787 0.19795 0.86903  0.4082
21 H -2.96339 -1.87398 -1.93098  0.2115
22 H -0.36516 -0.26570 -1.74946  0.2219
23 H 1.70967 -0.84085 -1.48317  0.2247
24 H 3.90009 -1.67925 -0.86601  0.2066
25 H 4.11943 -0.32030 0.24429  0.2285
26 H 3.08910 -1.68701 2.00456  0.2051
27 H 2.59663 -2.89501 0.80986  0.2017
28 H 0.51463 -1.65216 0.50058  0.2132
29 H 1.14917 -0.31075 1.46095  0.2096

Forces on atoms 1 to 2 (eV/Å):
O 0.249 0.036 -0.034
C -0.019 -0.236 -0.019

***

Record 2
Molecular formula: C14H14Br42
Method: DFT, ωB97M-V with the def2-TZVPD basis set

Charge: 0
Multiplicity: 1
Energy above the lowest of the compared OMol25 structures with the same formula, charge and spin in kcal/mol: 13.2
Frontier orbital gap in eV: 9.6
E_HOMO in eV: -10.141

Each line ends with the natural charge from an NBO analysis.
Positions of all 70 atoms, in Å:
1 C -14.58886 7.01679 18.08344  -0.4906
2 Br -15.13793 8.49034 19.11792  0.1281
3 Br -12.79948 7.04678 17.35224  0.0658
4 Br -15.71560 6.71911 16.53141  0.0664
5 H -14.83655 6.19494 18.68885  0.2241
6 C -10.30568 14.83233 25.14113  -0.4769
7 Br -11.40345 16.05640 26.12626  0.1136
8 Br -8.40865 15.19210 25.27290  0.0757
9 Br -10.73271 14.91754 23.23038  0.0593
10 H -10.39399 13.82173 25.46801  0.2235
11 C -7.91784 1.66984 21.22159  -0.5114
12 Br -8.88875 2.61051 22.58634  0.0930
13 Br -9.12471 0.48230 20.24156  0.0670
14 Br -6.47882 0.65482 21.91825  0.1251
15 H -7.59155 2.39353 20.46076  0.2272
16 C -5.14800 5.11149 20.44822  -0.5087
17 Br -6.44770 6.23462 21.43494  0.0784
18 Br -3.78098 4.35610 21.61577  0.0789
19 Br -4.31676 6.22360 19.12557  0.1069
20 H -5.66808 4.17738 20.04338  0.2385
21 C -10.73733 10.69353 15.66689  -0.4873
22 Br -11.46889 12.40449 15.14776  0.0977
23 Br -9.28665 10.72469 16.87815  0.1067
24 Br -10.12029 9.81825 14.04067  0.0634
25 H -11.51389 10.08284 16.04761  0.2213
26 C -6.05680 9.93067 15.03100  -0.4884
27 Br -6.55791 8.97557 13.34241  0.0521
28 Br -4.65870 11.12746 14.61205  0.1185
29 Br -5.57679 8.63861 16.37244  0.1025
30 H -6.89802 10.51222 15.38465  0.2315
31 C -17.01053 12.29415 23.27264  -0.4606
32 Br -17.64427 14.07910 23.34871  0.1128
33 Br -15.95350 11.68562 24.71452  0.1323
34 Br -16.13174 11.85188 21.49343  0.0168
35 H -17.90564 11.78534 23.24410  0.1985
36 C -10.30283 8.35594 21.52980  -0.5044
37 Br -9.63282 7.04548 22.80868  0.0597
38 Br -12.23926 8.14407 21.54000  0.0621
39 Br -9.60574 8.14628 19.79768  0.1417
40 H -10.12817 9.32270 21.95437  0.2298
41 C -12.89862 13.06515 19.79481  -0.5324
42 Br -14.27740 13.38145 18.38604  0.0678
43 Br -11.28777 14.04496 19.69098  0.1316
44 Br -12.51621 11.22135 20.12752  0.0922
45 H -13.44716 13.33209 20.73744  0.2419
46 C -11.36204 9.24347 25.61983  -0.4727
47 Br -9.96661 9.07037 26.97331  0.0914
48 Br -11.19523 10.77225 24.44988  0.0823
49 Br -13.15233 9.14148 26.40916  0.0799
50 H -11.24004 8.39285 24.99131  0.2175
51 C -9.61741 5.62528 16.92997  -0.4663
52 Br -9.13750 4.28438 15.51484  0.0625
53 Br -8.35010 7.05715 16.99360  0.1398
54 Br -9.85637 4.60461 18.62215  0.0423
55 H -10.62915 5.99307 16.72990  0.2125
56 C -13.68944 3.36672 19.66470  -0.4568
57 Br -13.47061 4.83654 20.86910  0.1126
58 Br -15.45433 3.59215 18.71052  0.0278
59 Br -13.44651 1.55435 20.21103  0.1230
60 H -12.99897 3.44268 18.90025  0.2000
61 C -12.03406 4.54783 24.43450  -0.4369
62 Br -12.91476 2.79660 24.81594  0.0691
63 Br -10.58085 5.00118 25.72237  0.0695
64 Br -13.40932 5.91994 24.52063  0.0958
65 H -11.61968 4.45298 23.46755  0.2088
66 C -6.98599 11.26711 21.05839  -0.5743
67 Br -6.40331 10.68777 19.38522  0.1155
68 Br -6.48194 10.02368 22.42649  0.0874
69 Br -8.83320 11.67020 21.12819  0.1215
70 H -6.28099 12.15480 21.25600  0.2563

Forces on atoms 1 to 2 (eV/Å):
C -0.457 0.355 -1.582
Br 0.117 0.734 0.168

***

Record 3
Molecular formula: C31H53BrNO3P3Pb
Method: DFT, ωB97M-V with the def2-TZVPD basis set

Charge: +4
Multiplicity: 1
Frontier orbital gap (spin up / spin down) in eV: 4.2 / 2.7
E_HOMO (spin up / spin down) in eV: -18.185 / -17.944

Each line ends with the Mulliken charge.
Positions of all 93 atoms, in Å:
1 C -1.89096 -0.75895 -5.57346  -0.3365
2 C -0.63919 -0.11318 -5.49027  0.6984
3 C -0.00258 0.24034 -6.68920  -0.3295
4 C -0.65498 -0.01999 -7.90363  -0.4730
5 N -1.84778 -0.59958 -7.95370  -0.0936
6 C -2.45927 -0.96869 -6.83676  -0.4726
7 C -0.05216 0.21336 -4.19529  -0.2283
8 C -0.16775 -0.01239 -2.90960  -1.2598
9 C -0.76491 -0.69755 -1.80335  1.2712
10 C -1.98701 -0.25089 -1.25413  -0.5138
11 C -2.40759 -0.67579 -0.02177  -1.0977
12 C -1.53219 -1.47625 0.85784  2.2319
13 C -0.48116 -2.17285 0.09224  -0.3007
14 C -0.13244 -1.79210 -1.17113  -0.5790
15 Pb 1.11794 1.70947 -3.21902  0.6348
16 P -0.55153 3.06239 0.09161  1.2766
17 H 0.98064 0.71788 -6.69260  0.5098
18 H -2.42578 -1.07861 -4.68291  0.4406
19 H -0.18001 0.25857 -8.84376  0.4226
20 H -3.43296 -1.44658 -6.92951  0.4238
21 H 0.68913 -2.30112 -1.68901  0.8125
22 H -2.56942 0.48898 -1.81335  0.7763
23 H 0.03486 -2.99640 0.58574  0.2063
24 H -3.35775 -0.31710 0.37247  0.6546
25 C 0.06743 3.49814 1.78672  -0.5119
26 C 0.11646 4.97249 2.17173  -1.5096
27 H 1.07542 3.06028 1.86369  0.3477
28 H -0.56812 2.93595 2.48874  0.4435
29 H 0.49948 5.05407 3.19681  0.4407
30 H 0.78964 5.54676 1.52336  0.3395
31 H -0.87508 5.44152 2.15944  0.2991
32 C -0.43817 4.63022 -0.87543  -0.8523
33 C -1.16470 4.57813 -2.22103  -1.2020
34 H 0.63675 4.82159 -1.03335  0.4603
35 H -0.82181 5.44891 -0.25192  0.5082
36 H -0.75799 5.35515 -2.88137  0.3835
37 H -1.04467 3.61141 -2.73459  0.0936
38 H -2.23915 4.77216 -2.10620  0.2889
39 C -2.36194 2.91904 0.40211  -0.3001
40 C -3.08895 4.17610 0.87679  -1.4550
41 H -2.46459 2.10878 1.14166  0.3149
42 H -2.80197 2.54782 -0.53659  0.2609
43 H -4.16745 3.97427 0.87591  0.4210
44 H -2.81542 4.45067 1.90253  0.2939
45 H -2.91929 5.03855 0.22075  0.3139
46 Br -0.74715 -0.25935 2.07385  0.1977
47 P 2.85506 0.76967 -1.64630  0.4678
48 C 2.67035 2.46105 -0.58160  0.4746
49 C 3.79904 2.74815 0.37879  -1.5634
50 H 1.71406 2.34564 -0.03342  -0.8829
51 H 2.56728 3.28401 -1.30682  0.6259
52 H 3.58790 3.67521 0.92856  0.4659
53 H 3.94153 1.95705 1.12348  0.2950
54 H 4.74049 2.90118 -0.15672  0.4188
55 C 2.59577 -0.24504 -0.14018  0.1802
56 C 3.93737 -0.77001 0.39923  -1.2763
57 H 1.94040 -1.07811 -0.43329  -0.0604
58 H 2.03883 0.30653 0.62987  0.2054
59 H 3.77212 -1.27039 1.36184  0.2728
60 H 4.38485 -1.49901 -0.28820  0.3415
61 H 4.66842 0.03518 0.55017  0.4264
62 C 3.04023 -0.90084 -2.63131  0.3290
63 C 3.61741 -0.81596 -4.03369  -1.3708
64 H 2.00277 -1.26053 -2.65613  -0.3783
65 H 3.60152 -1.60428 -2.00841  0.4389
66 H 2.97312 -1.37212 -4.71761  0.3470
67 H 3.70229 0.21255 -4.40226  0.2945
68 H 4.60976 -1.28164 -4.06722  0.4203
69 C -4.13901 -3.05286 2.42771  -1.4033
70 C -2.74273 -3.38048 1.96187  0.0904
71 O -2.06548 -3.95790 3.04079  -0.1378
72 P -0.52760 -4.61437 2.81949  -0.2045
73 O -0.35101 -5.40242 4.22725  -0.2770
74 C -1.07623 -5.15108 5.47260  -0.2316
75 C -0.95456 -3.75715 6.01417  -0.8218
76 O 0.34945 -3.23735 3.03496  0.1018
77 C 1.65645 -3.22114 3.66140  -0.1732
78 C 1.89145 -1.81925 4.15082  -0.9947
79 H -4.66338 -3.96485 2.73434  0.4184
80 H -4.69016 -2.59901 1.59974  0.4577
81 H -4.12247 -2.35499 3.27222  0.3836
82 H -2.74891 -4.07451 1.10843  0.3941
83 H -2.15442 -2.33530 1.57532  -1.2032
84 H -2.12484 -5.42504 5.31669  0.2929
85 H -0.63423 -5.87188 6.16763  0.3505
86 H -1.48444 -3.03419 5.38472  0.1585
87 H -1.42706 -3.74198 7.00181  0.4475
88 H 0.09067 -3.45680 6.14359  0.2060
89 H 1.68468 -3.93930 4.49240  0.3844
90 H 2.40822 -3.51378 2.91339  0.3097
91 H 1.98019 -1.11783 3.31335  -0.0762
92 H 2.82143 -1.78340 4.72787  0.4726
93 H 1.06954 -1.48708 4.79759  0.3320

Forces on atoms 1 to 2 (eV/Å):
C 0.291 0.481 0.000
C -0.243 -0.032 -0.845

***

Record 4
Molecular formula: C4H11NSi
Method: DFT, ωB97M-V with the def2-TZVPD basis set

Charge: 0
Multiplicity: 1
Energy above the lowest of the compared OMol25 structures with the same formula, charge and spin in kcal/mol: 102.5
Frontier orbital gap (spin up / spin down) in eV: 7.5 / 7.5
E_HOMO (spin up / spin down) in eV: -7.055 / -7.056

Each line ends with the natural charge from an NBO analysis.
Positions of all 17 atoms, in Å:
1 C -3.10450 0.57916 -0.09411  -0.5066
2 C -2.30597 -0.38576 -0.44246  -0.3566
3 C 1.52345 -1.77351 -0.06952  -1.1068
4 C 0.81042 1.02939 1.52369  -1.1649
5 N 1.45009 0.56149 -1.64928  -1.2880
6 Si 0.71607 0.07431 -0.14135  1.6115
7 H -4.10812 0.43711 -0.17524  0.1718
8 H -2.90863 1.60208 0.06944  0.1905
9 H -2.41987 -1.41311 -0.76340  0.1765
10 H 2.08156 -1.80839 0.94208  0.2303
11 H 0.60714 -2.43059 -0.02121  0.2438
12 H 2.29448 -1.93575 -0.83360  0.2357
13 H 1.83807 1.49327 1.76378  0.2442
14 H 0.18698 1.87738 1.48736  0.2424
15 H 0.47624 0.59713 2.56292  0.2787
16 H 1.36470 -0.04338 -2.40629  0.4075
17 H 1.49790 1.53919 -1.75279  0.3900

Forces on atoms 1 to 2 (eV/Å):
C 0.954 -0.273 -0.627
C 4.208 0.231 0.309